# 1
The following is a DFT calculation (ωB97M-V/def2-TZVPD) of one molecule with the formula C4H6O2.

Summary:
* spin multiplicity: 1
* E_tot: -8336.746 eV
* frontier orbital gap: 0.384 hartree

Structure (XYZ):
```
12
Properties=species:S:1:pos:R:3:mulliken_charge:R:1
O 1.18 1.18 0.80 -0.51
C -1.65 -0.56 -0.05 -0.38
H -2.10 -1.45 -0.50 0.26
O -2.21 0.64 -0.53 -0.50
H 2.47 0.79 -0.70 0.29
H 0.70 0.71 1.50 0.30
C -0.23 -0.70 -0.32 0.05
H -1.85 -0.59 1.04 0.28
C 1.93 0.22 0.05 -0.22
C 0.96 -0.73 -0.54 -0.17
H 2.67 -0.29 0.66 0.26
H -1.86 0.80 -1.41 0.34
```

---

# 2
The following is a DFT calculation (ωB97M-V/def2-TZVPD) of one molecule with the formula C21H38NO5.

Summary:
* spin multiplicity: 2
* E_tot: -34113.959 eV
* frontier orbital gap (spin up / spin down): 0.355 / 0.348 hartree

Structure (XYZ):
```
65
Properties=species:S:1:pos:R:3:mulliken_spin:R:1
C -1.84 2.52 0.87 0.01
H 1.07 -0.12 -0.01 0.00
H -2.38 -1.04 0.23 0.00
H -3.91 1.92 0.03 0.00
C -1.24 -4.19 -4.42 0.00
H 2.91 -4.18 -1.05 0.00
H 2.12 1.75 0.04 0.00
H 0.82 -2.62 -4.53 0.00
C 1.44 0.95 2.59 0.00
H -2.63 -1.24 2.03 0.00
O -0.10 -4.19 -3.50 0.00
H -0.77 -4.27 -0.24 0.00
C -0.46 -3.17 -0.10 0.00
H -1.71 3.79 2.80 0.00
C 2.29 3.03 3.34 0.00
C -0.79 0.03 1.37 0.00
H -0.82 -4.25 -5.48 0.00
H -0.19 -2.08 -3.08 0.00
C -0.07 1.65 -0.70 0.05
H 1.64 -2.19 0.13 0.00
C -0.02 1.35 -2.31 0.01
C 1.32 2.44 -0.41 0.04
H -0.55 -0.51 -0.79 0.01
O 1.17 2.34 2.76 0.00
C -0.03 0.19 -0.03 0.00
H -1.91 -5.07 -4.15 0.00
C -1.80 -1.22 1.22 0.00
H 1.19 3.39 0.20 -0.01
H 3.75 3.32 1.63 0.00
H -1.99 4.74 1.25 0.00
H -0.17 -0.42 3.48 0.00
C -3.45 2.73 0.68 0.02
H -3.69 3.74 0.19 0.00
H -1.10 1.11 -2.64 0.00
H -0.39 -2.82 2.15 0.00
H -2.72 0.89 2.13 0.00
H 2.50 4.65 1.84 0.00
C 0.53 -2.89 -3.46 0.00
C 1.82 -3.93 -1.32 0.00
H 2.70 -3.35 -3.28 0.00
C 3.22 3.96 2.42 0.00
H -1.98 -3.41 1.49 0.00
O 2.46 2.92 4.57 0.00
H -3.97 2.66 1.71 0.00
H 2.17 -1.90 -2.24 0.00
H 0.26 2.31 -2.90 0.00
C -1.67 1.28 1.86 0.00
H 0.95 -1.15 2.18 0.00
C -1.12 -2.67 1.27 0.00
O 2.66 0.63 2.56 0.00
N -1.30 2.44 -0.50 0.27
H 1.31 -4.94 -1.53 0.00
C -1.40 3.86 1.70 0.03
C 1.17 -3.22 -0.05 0.00
C 1.88 -2.96 -2.60 0.00
O -1.10 3.66 -0.96 0.60
H 3.95 4.59 3.04 0.00
H -1.25 1.67 2.86 0.00
C 0.36 -0.21 2.49 0.00
H 1.40 -3.88 0.87 0.00
H -0.84 -2.63 -1.04 0.00
H 0.66 0.47 -2.57 0.00
H -0.31 4.12 1.59 -0.01
H 1.77 2.78 -1.42 -0.01
H -1.78 -3.19 -4.27 0.00
```